No. 1
{"formula": "C16H23BCrF6N4O5S3", "method": "ωB97M-V/def2-TZVPD", "elements": ["Cr", "S", "S", "S", "F", "F", "F", "F", "F", "F", "O", "O", "O", "O", "O", "N", "N", "N", "N", "C", "C", "C", "C", "C", "C", "C", "C", "C", "C", "C", "C", "C", "C", "C", "C", "B", "H", "H", "H", "H", "H", "H", "H", "H", "H", "H", "H", "H", "H", "H", "H", "H", "H", "H", "H", "H", "H", "H", "H"], "positions_angstrom": [[-0.158, 0.103, 0.475], [2.979, -0.074, 1.002], [-0.532, -0.727, -3.157], [-0.312, -2.193, -0.982], [0.448, 1.122, -4.858], [0.253, 1.768, -2.809], [0.770, -4.065, -2.697], [1.859, 0.448, -3.382], [1.727, -3.908, -0.794], [2.079, -2.387, -2.256], [-1.847, -0.311, -3.498], [-1.478, -2.919, -1.346], [0.008, -1.862, -3.837], [1.971, -0.029, -0.079], [0.098, -2.204, 0.395], [0.385, -0.021, 3.485], [-1.892, -0.147, 0.461], [0.033, 1.971, 0.405], [-0.167, -0.772, -1.617], [0.570, 0.735, -3.582], [-3.026, -2.153, 2.064], [1.123, -3.186, -1.768], [0.157, 0.103, 2.310], [-3.186, -0.219, 0.471], [0.207, 3.123, 0.411], [-5.998, -0.279, 0.636], [-3.298, 1.554, -1.306], [3.960, -1.607, 0.628], [4.885, -1.956, 1.778], [-3.862, -1.169, 1.307], [-5.362, 0.596, -0.238], [3.775, 2.537, 0.927], [-3.991, 0.644, -0.344], [-5.235, -1.166, 1.384], [4.247, 1.170, 0.464], [0.457, 4.650, 0.448], [-2.382, -2.689, 1.366], [1.025, 4.886, 1.483], [5.646, -1.195, 1.923], [1.157, 4.935, -0.490], [-5.961, 1.256, -0.852], [5.205, 0.902, 0.908], [2.782, 2.739, 0.534], [-2.374, -1.636, 2.767], [4.307, 1.111, -0.621], [-0.205, -0.060, 4.302], [3.195, -2.375, 0.515], [4.316, -2.042, 2.700], [-0.604, 5.208, 0.400], [-2.958, 0.978, -2.167], [-5.732, -1.878, 2.033], [4.491, -1.493, -0.315], [-3.963, 2.341, -1.657], [-3.652, -2.866, 2.601], [-2.417, 1.994, -0.836], [3.721, 2.573, 2.012], [-7.075, -0.279, 0.721], [5.386, -2.904, 1.589], [4.445, 3.325, 0.583]], "forces_ev_per_angstrom": [[-0.64, -2.10, -0.25], [2.57, -0.40, 0.17], [0.63, 1.07, -1.49], [0.80, -2.44, -1.51], [-0.31, -0.37, 0.07], [-0.14, 0.02, 0.06], [-0.24, 0.17, 0.13], [-0.05, -0.24, 0.06], [-0.24, 0.01, 0.21], [-0.15, 0.04, 0.04], [-0.35, 0.20, 0.15], [-0.48, -0.12, 0.01], [0.04, -0.13, -0.37], [-1.68, 0.14, -0.76], [0.35, 1.19, 0.77], [-0.36, 0.21, -1.22], [3.10, 0.70, 0.50], [0.29, 2.87, -0.20], [-0.17, 0.16, 0.53], [0.13, 0.17, 0.18], [-0.04, 0.06, -0.10], [0.56, -0.23, 0.15], [-0.27, -0.13, 1.71], [-2.62, -0.19, 0.16], [-0.37, -1.71, -0.05], [0.01, 0.00, -0.05], [-0.01, -0.01, 0.03], [-0.40, 0.37, 0.41], [-0.07, 0.13, 0.00], [0.43, 0.05, -0.24], [-0.28, -0.04, 0.08], [-0.04, -0.05, -0.05], [0.51, -0.01, 0.21], [-0.24, 0.02, -0.02], [-0.53, -0.23, 0.47], [0.20, 0.36, 0.04], [0.06, -0.08, 0.09], [0.13, 0.06, 0.27], [0.17, 0.09, 0.05], [0.11, 0.04, -0.23], [0.00, 0.09, -0.05], [0.06, -0.15, 0.04], [-0.07, 0.14, -0.03], [0.11, -0.05, 0.11], [-0.08, -0.23, -0.06], [0.12, 0.03, -0.06], [-0.09, 0.08, -0.11], [0.00, -0.07, 0.15], [-0.25, 0.11, -0.04], [0.02, 0.13, 0.04], [0.02, -0.05, 0.07], [-0.13, 0.18, -0.11], [-0.03, 0.07, 0.01], [0.00, -0.02, 0.05], [-0.01, 0.10, -0.08], [0.00, 0.08, 0.10], [-0.08, -0.02, -0.02], [0.01, -0.04, -0.01], [0.01, -0.01, -0.02]], "mol_weight_da": 624.38, "e_tot_ev": -111070.1718, "orbital_gap_ev": [6.009, 6.522], "s_squared": 1.168, "spin_multiplicity": 2, "de_lowest_ev": 1.5953, "e_lumo_ev": [2.08, 2.06], "total_charge": -1}

=====

No. 2
{"formula": "C15H24NO18S", "method": "ωB97M-V/def2-TZVPD", "elements": ["S", "O", "O", "O", "O", "O", "O", "O", "O", "O", "O", "O", "O", "O", "O", "O", "O", "O", "O", "N", "C", "C", "C", "C", "C", "C", "C", "C", "C", "C", "C", "C", "C", "C", "C", "H", "H", "H", "H", "H", "H", "H", "H", "H", "H", "H", "H", "H", "H", "H", "H", "H", "H", "H", "H", "H", "H", "H", "H"], "positions_angstrom": [[31.731, -18.196, -8.956], [34.482, -25.600, -13.957], [36.831, -20.861, -10.483], [35.742, -26.607, -15.601], [33.304, -18.388, -8.412], [31.914, -22.970, -8.942], [30.475, -24.086, -10.310], [31.305, -19.241, -9.743], [38.689, -20.502, -16.357], [39.094, -22.550, -15.655], [32.224, -23.001, -11.135], [37.862, -13.666, -14.864], [38.770, -15.718, -14.510], [31.873, -16.937, -9.574], [35.792, -21.125, -12.440], [35.295, -24.397, -15.661], [37.297, -19.599, -12.126], [39.790, -22.035, -17.676], [36.831, -15.304, -13.726], [36.514, -20.416, -11.638], [34.929, -23.485, -14.687], [33.036, -22.344, -9.153], [35.644, -18.212, -8.881], [38.424, -21.761, -14.549], [34.347, -18.560, -9.368], [34.287, -24.231, -13.449], [31.401, -23.323, -10.077], [30.724, -18.202, -7.520], [39.271, -21.774, -16.610], [33.221, -22.046, -10.664], [35.142, -25.649, -15.161], [38.558, -16.800, -13.708], [37.820, -14.859, -14.506], [37.078, -16.661, -13.361], [37.678, -20.726, -15.281], [33.094, -20.823, -10.900], [33.196, -21.351, -8.674], [36.661, -16.871, -12.410], [35.769, -22.821, -14.311], [37.908, -22.323, -13.877], [34.309, -18.236, -10.309], [34.321, -22.640, -15.090], [33.862, -22.802, -8.804], [38.848, -17.852, -13.962], [39.465, -21.239, -14.078], [34.428, -19.459, -9.861], [33.281, -24.044, -13.393], [39.228, -16.584, -12.850], [34.101, -22.337, -11.079], [35.833, -16.889, -8.779], [36.600, -17.238, -14.059], [35.738, -18.686, -7.946], [34.731, -23.948, -12.649], [30.861, -17.448, -6.895], [29.740, -17.905, -7.962], [37.621, -19.806, -14.600], [30.599, -19.202, -7.092], [36.633, -18.665, -9.494], [36.893, -21.136, -15.826]], "forces_ev_per_angstrom": [[4.31, 2.57, 1.52], [0.22, -0.29, 0.36], [-2.19, 0.77, -0.63], [-2.01, 1.25, 0.51], [-1.86, -0.87, 0.39], [-3.81, -1.14, 1.86], [1.02, 1.88, 1.46], [-1.17, -3.88, -2.04], [0.00, -0.77, 0.09], [-1.82, -2.42, 4.51], [-0.46, 1.69, 0.43], [0.10, -3.66, 0.00], [2.99, -0.47, -3.61], [-1.18, 1.91, -0.29], [-0.42, 1.36, 1.40], [-0.28, -0.86, -0.12], [-0.63, 2.03, -0.55], [-0.21, 0.45, 1.31], [-1.11, 0.23, 0.16], [3.26, -4.23, -0.53], [-0.19, 3.95, 1.88], [4.41, 6.37, -1.44], [5.07, 3.56, -0.16], [5.79, 2.13, -0.66], [-0.25, -0.54, 0.55], [-0.44, -1.88, -8.79], [-1.61, -3.78, -4.32], [-2.03, -2.58, -2.90], [0.03, 3.61, -4.75], [-3.29, 2.26, 1.23], [2.28, -0.50, 1.00], [0.53, -1.69, 4.26], [-1.49, 5.41, 1.26], [1.15, 0.97, -0.54], [3.48, 1.81, 0.24], [-0.42, -3.58, 0.19], [-1.17, -0.41, 0.27], [0.29, -0.11, 1.08], [-0.17, -1.43, -0.41], [-1.15, -1.99, 1.71], [-1.86, 3.98, -3.58], [-0.32, -1.15, -0.08], [2.63, -2.58, 1.19], [-0.30, 1.23, -1.03], [-3.25, -1.31, -0.62], [-0.24, -4.09, 0.83], [-2.51, 0.20, 0.20], [-0.49, -0.37, 0.10], [2.75, -0.62, -0.90], [-0.62, -4.14, -0.11], [-1.70, -1.65, -1.61], [0.58, -0.03, 1.66], [3.40, 0.78, 5.52], [1.49, 3.07, 3.10], [0.59, -0.57, -0.05], [-0.72, -1.34, -1.40], [0.39, 0.35, -0.06], [-3.15, 1.25, 1.17], [-2.24, -0.12, -0.25]], "mol_weight_da": 538.41, "e_tot_ev": -65115.7117, "orbital_gap_ev": 8.692, "de_lowest_ev": 2.2099, "e_lumo_ev": 1.79, "total_charge": -1}

=====

No. 3
{"formula": "C44H48BiFN12O4", "method": "ωB97M-V/def2-TZVPD", "elements": ["Bi", "F", "O", "O", "O", "O", "N", "N", "N", "N", "N", "N", "N", "N", "N", "N", "N", "N", "C", "C", "C", "C", "C", "C", "C", "C", "C", "C", "C", "C", "C", "C", "C", "C", "C", "C", "C", "C", "C", "C", "C", "C", "C", "C", "C", "C", "C", "C", "C", "C", "C", "C", "C", "C", "C", "C", "C", "C", "C", "C", "C", "C", "H", "H", "H", "H", "H", "H", "H", "H", "H", "H", "H", "H", "H", "H", "H", "H", "H", "H", "H", "H", "H", "H", "H", "H", "H", "H", "H", "H", "H", "H", "H", "H", "H", "H", "H", "H", "H", "H", "H", "H", "H", "H", "H", "H", "H", "H", "H", "H"], "positions_angstrom": [[0.743, -1.419, -1.604], [-3.472, 4.107, 0.136], [-0.514, 0.179, -0.244], [1.443, -2.189, 2.746], [0.808, -2.340, 0.614], [-1.627, -0.503, -5.242], [3.616, 3.984, 1.246], [1.169, -3.795, -2.276], [-4.405, 4.219, 2.845], [-0.894, -0.731, -3.067], [-1.346, -2.642, -1.196], [3.895, -1.443, 0.145], [1.614, -1.406, -4.036], [1.578, 1.052, -1.941], [3.976, -1.421, -1.231], [-6.392, 6.070, 3.671], [-1.339, 0.549, 3.804], [2.505, -8.847, -3.177], [-0.747, 0.195, 1.003], [2.324, -5.748, -1.577], [-5.411, 4.643, 1.863], [6.005, -2.154, 0.950], [0.851, -1.133, -6.303], [-0.480, -0.425, 3.382], [-1.426, -3.818, -0.574], [2.095, -1.548, -6.760], [2.110, 1.644, -0.881], [-2.820, 2.407, 3.330], [2.562, 2.980, -0.886], [0.770, -1.822, 1.766], [2.795, -1.841, -4.494], [-2.613, -4.530, -0.525], [-2.244, -0.739, -2.515], [-1.607, 1.282, 1.487], [2.388, 3.748, -2.059], [1.002, -5.729, -3.630], [1.959, -4.419, -1.399], [-2.157, 2.226, 0.578], [-3.750, -3.950, -1.077], [-2.411, -2.084, -1.794], [-0.751, -0.796, -4.401], [-3.417, 3.308, 2.435], [3.082, -1.908, -5.849], [-3.659, -2.722, -1.717], [-1.912, 1.426, 2.886], [3.137, 3.561, 0.285], [-4.088, 5.154, 3.936], [-3.015, 3.184, 1.050], [2.217, -7.747, -2.989], [1.401, 1.814, -3.032], [1.845, -6.396, -2.725], [4.492, -0.713, 2.349], [0.687, -4.410, -3.354], [-0.560, 1.810, 5.798], [-1.479, 0.715, 5.264], [-0.195, -0.651, 2.056], [0.639, -1.140, -4.911], [-6.689, 5.061, 2.586], [5.017, -0.990, 0.930], [-5.351, 5.585, 4.660], [5.681, 0.259, 0.340], [1.827, 3.132, -3.162], [-4.713, -4.459, -1.018], [-5.056, 5.470, 1.217], [-2.351, 0.102, -1.790], [5.550, -3.061, 1.379], [-4.523, -2.225, -2.151], [-3.151, 2.442, 4.384], [-1.899, 2.163, -0.478], [4.959, 1.101, 0.243], [6.347, -2.378, -0.075], [3.811, -1.524, 2.695], [0.613, -6.261, -4.501], [-7.264, 6.265, 4.183], [2.964, -6.286, -0.871], [3.962, 0.274, 2.386], [-2.537, 0.900, 5.528], [-5.803, 4.714, 5.186], [-2.671, -5.498, -0.026], [4.351, -0.573, -1.663], [-3.401, 4.647, 4.628], [-0.813, 2.796, 5.372], [2.138, 1.061, 0.054], [6.903, -1.892, 1.572], [-3.538, 6.052, 3.553], [-6.098, 6.976, 3.258], [0.493, 1.564, 5.540], [2.290, -1.641, -7.832], [-3.001, -0.676, -3.324], [2.277, -3.833, -0.528], [0.877, 1.325, -3.851], [6.139, 0.046, -0.655], [3.009, -1.069, 0.448], [-0.499, -4.142, -0.091], [2.706, 4.792, -2.081], [-7.419, 5.489, 1.873], [3.539, -2.104, -3.743], [-5.145, 6.391, 5.397], [-5.611, 3.779, 1.220], [6.510, 0.582, 1.022], [-0.032, -1.085, 4.128], [-1.200, -0.255, 5.723], [-0.637, 1.877, 6.902], [0.057, -0.827, -6.984], [-7.143, 4.182, 3.080], [4.064, -2.234, -6.186], [4.382, -2.276, -1.601], [5.364, -0.671, 3.053], [1.707, 3.645, -4.120], [0.025, -3.811, -3.971]], "forces_ev_per_angstrom": [[-0.32, 0.29, -0.08], [0.17, -0.50, 0.69], [0.08, -0.62, 0.90], [-0.67, 0.30, -0.96], [-0.12, 0.15, -0.52], [1.11, -0.77, 1.15], [-0.33, -0.19, -0.55], [0.10, 0.21, 0.28], [-0.23, 0.17, 0.28], [0.44, -0.52, 0.31], [-0.11, 0.75, -0.75], [-1.02, -0.18, 0.18], [-0.42, -0.63, -0.27], [-0.17, 1.22, -0.28], [-0.66, -0.14, -1.22], [-0.08, 0.43, 0.05], [0.56, -0.57, -0.12], [-0.14, 0.65, 0.06], [0.17, 0.48, 0.69], [-0.02, -0.18, -0.31], [0.54, 0.39, 0.37], [1.04, 0.03, 0.52], [0.11, -0.24, 0.54], [-0.79, 0.57, -0.75], [-0.03, -0.18, 0.18], [-0.02, -0.09, -0.32], [0.36, 0.41, 0.70], [-0.70, 0.67, -0.13], [-0.70, -0.18, -0.93], [0.61, -0.05, 2.25], [0.18, 0.47, -0.08], [0.03, -0.03, 0.28], [0.22, -0.36, 0.04], [-0.45, 0.40, 1.00], [0.44, -0.25, 0.54], [0.12, -0.20, 0.15], [0.17, -0.33, 0.08], [-0.12, -0.47, 0.89], [-0.23, 0.02, -0.20], [-0.88, -0.28, 0.47], [-1.06, 1.25, -1.12], [0.88, -1.06, -1.04], [0.07, -0.14, 0.13], [0.51, 0.37, 0.05], [0.28, -0.31, -0.64], [0.37, 0.08, 0.83], [0.42, 0.18, -0.92], [-0.09, 0.52, 0.26], [0.22, -1.13, -0.04], [0.07, -0.46, -0.38], [-0.16, 0.71, 0.08], [0.24, 0.12, 0.44], [0.06, -0.34, 0.10], [0.36, 0.09, 0.20], [-0.19, -0.21, 0.49], [0.13, -0.14, -1.36], [0.04, 0.50, -0.84], [-0.27, -0.70, -0.29], [0.51, -0.08, 0.52], [-0.08, -0.47, 0.73], [0.69, 0.36, 0.12], [-0.22, -0.13, -0.09], [0.27, 0.10, -0.02], [-0.12, -0.24, 0.23], [-0.12, -0.64, -0.52], [0.07, 0.40, -0.15], [0.09, -0.23, 0.02], [0.36, -0.05, -0.77], [-0.08, 0.10, 0.26], [0.41, -0.44, 0.07], [-0.03, 0.03, 0.37], [0.41, 0.59, -0.31], [0.12, 0.30, 0.27], [0.31, 0.00, -0.18], [-0.27, 0.35, -0.26], [0.32, -0.76, 0.04], [0.51, -0.17, -0.21], [0.21, 0.65, -0.38], [0.11, 0.30, -0.14], [0.18, -0.38, 0.24], [-0.38, 0.29, -0.07], [0.17, -0.36, 0.14], [0.24, 0.26, -0.47], [-0.69, -0.27, -0.64], [-0.34, -0.43, 0.17], [-0.07, -0.55, 0.14], [-0.64, 0.26, 0.17], [-0.05, 0.21, 0.36], [0.47, 0.14, 0.48], [-0.05, -0.23, -0.23], [0.21, 0.10, 0.04], [-0.29, 0.22, 0.70], [-0.01, 0.07, 0.18], [-0.46, -0.04, -0.16], [-0.05, -0.36, 0.00], [0.37, -0.07, 0.49], [-0.18, 0.08, -0.15], [-0.24, -0.47, -0.57], [-0.22, 0.36, 0.11], [-0.71, -0.15, -0.64], [-0.09, 0.33, -0.22], [-0.26, 0.56, -0.34], [0.02, -0.06, -0.63], [0.12, -0.20, 0.35], [0.18, 0.52, -0.10], [-0.26, 0.01, 0.11], [0.23, 0.40, 0.11], [-0.79, 0.10, -0.55], [-0.07, -0.14, 0.48], [0.05, -0.18, -0.14]], "mol_weight_da": 1036.93, "e_tot_ev": -81023.2220, "orbital_gap_ev": 7.701, "de_lowest_ev": 0.0000, "e_lumo_ev": -4.74, "total_charge": 2}